115
Properties=species:S:1:pos:R:3 method="wB97M-V/def2-TZVPD" e_tot_ev=-58094.166 lumo_energy_ev=0.60 max_force_ha_per_bohr=0.07358 multiplicity=1 gap_ev=9.9 homo_ev=-9.284 e_above_lowest_kcal_mol=15.2 charge=0
C 11.3981 20.5570 5.1229
O 10.6105 19.4776 5.7059
H 12.3520 20.1949 4.7573
H 10.7826 20.9741 4.2995
H 11.5593 21.3682 5.8222
H 11.2319 19.0403 6.3685
C 15.3747 15.4169 9.7197
O 14.5284 15.5504 10.8540
H 15.2207 14.5220 9.1711
H 15.3395 16.2845 9.1094
H 16.3920 15.2596 10.1688
H 14.4812 14.6354 11.3144
C 10.1956 20.3528 8.9286
C 10.7559 20.5727 10.3241
C 9.8936 19.9366 11.3682
O 8.8497 20.8320 11.7496
C 8.3327 20.5878 13.0060
N 12.0652 20.0405 10.4680
H 9.2729 20.7415 8.7132
H 10.0778 19.2172 8.7891
H 10.9456 20.7209 8.2277
H 10.7523 21.5880 10.6759
H 10.4608 19.6410 12.2417
H 9.4698 18.9841 11.0148
H 8.1077 21.5540 13.4320
H 9.0622 20.0669 13.6075
H 7.4494 19.9833 13.0000
H 12.6551 20.4816 11.1871
H 12.6056 20.0981 9.6156
C 11.6181 15.7823 13.8269
C 10.3938 15.2402 13.0850
C 9.4955 16.3933 12.6221
O 8.1940 15.9383 12.3569
C 7.1762 16.9142 12.2208
N 10.9633 14.4633 11.9764
H 12.2991 14.9433 14.0585
H 11.2862 16.4061 14.6621
H 12.2494 16.4300 13.1746
H 9.7512 14.7114 13.8258
H 9.7565 17.0342 11.7328
H 9.4066 17.1609 13.3747
H 7.1250 17.5781 13.0510
H 6.1743 16.4483 11.9673
H 7.3761 17.4773 11.3034
H 10.2093 13.9700 11.4720
H 11.3285 15.0853 11.2527
C 18.0690 12.1585 15.7017
C 16.8277 11.8392 16.5982
C 15.7884 11.0650 15.8003
O 15.0079 11.9295 14.9093
C 14.1941 12.7754 15.7168
N 17.1132 11.0983 17.8090
H 17.7225 12.3445 14.6283
H 18.6340 11.1504 15.6217
H 18.7419 12.9903 16.0865
H 16.2872 12.7469 16.8352
H 15.1030 10.7233 16.5729
H 16.2156 10.3243 15.1728
H 14.6067 13.8096 15.8234
H 14.1236 12.4569 16.7890
H 13.1603 12.8885 15.3256
H 17.4667 10.1789 17.6026
H 17.7554 11.5926 18.3959
C 7.6638 10.6116 12.9721
C 8.7918 11.4818 12.3934
C 10.0066 10.6924 11.9739
O 10.3171 9.7737 12.9960
C 11.7122 9.6353 13.1020
N 8.3610 12.3020 11.2240
H 7.2720 9.8990 12.2890
H 6.8686 11.2114 13.3893
H 7.8638 10.0292 13.8719
H 9.0694 12.0889 13.2197
H 10.7770 11.4581 11.8241
H 9.9000 10.0243 11.0724
H 12.1273 10.4866 13.6567
H 12.1524 9.5878 12.1497
H 12.0274 8.7165 13.6476
H 7.9373 13.2243 11.4206
H 7.8598 11.7224 10.5651
C 10.7801 10.9714 8.0994
C 11.9516 11.8434 8.6173
C 12.8118 12.3793 7.3818
O 13.6395 11.3241 7.0237
C 14.7422 11.7296 6.1557
N 11.5676 13.0380 9.3699
H 10.1262 10.5782 8.8459
H 11.1147 10.0968 7.6290
H 10.2107 11.5230 7.3150
H 12.6711 11.2275 9.1429
H 13.4782 13.2057 7.7400
H 12.1201 12.6565 6.5876
H 15.3755 12.2887 6.7410
H 14.3864 12.1686 5.2024
H 15.3550 10.8427 6.0329
H 12.3709 13.5239 9.7532
H 10.8140 12.8265 9.9921
O 11.6819 15.8518 5.7399
H 11.3907 16.2495 4.9133
H 10.9275 15.4543 6.2118
O 8.2085 20.5515 6.0416
H 8.8062 19.8022 6.1910
H 8.6505 20.8942 5.2096
O 12.0287 17.1378 10.4899
H 12.2400 18.1357 10.6190
H 12.9223 16.7640 10.6173
O 9.8732 14.4256 7.6406
H 10.5501 13.8491 8.0685
H 9.0907 14.2671 8.1943
O 13.8242 13.2330 11.8046
H 12.8612 13.1528 11.7998
H 14.1357 12.7182 12.5449
O 12.0908 17.9691 7.7070
H 12.0291 17.5865 8.5803
H 12.2232 17.2853 6.9814


128
Properties=species:S:1:pos:R:3 method="wB97M-V/def2-TZVPD" e_tot_ev=-76551.994 lumo_energy_ev="2.21 / 2.13" max_force_ha_per_bohr=0.16941 multiplicity=2 gap_ev="2.0 / 8.9" s2=0.75 homo_ev="0.212 / -6.730" charge=-1
C -13.3247 -2.3445 -17.2132
O -14.4233 -2.7754 -17.4526
N -12.8488 -2.2810 -16.0002
N -12.5914 -1.5254 -17.9437
H -11.9275 -1.9031 -15.8311
H -13.4276 -2.7875 -15.3455
H -13.0095 -1.5890 -18.8609
H -11.6000 -1.4536 -17.7650
C -15.5900 -4.5392 -14.2892
O -16.3456 -3.6044 -14.4256
N -15.3414 -5.2447 -13.2440
N -14.7719 -4.8469 -15.2338
H -16.1220 -5.4360 -12.6323
H -14.4300 -5.6053 -13.0000
H -14.8997 -4.4122 -16.1366
H -13.8626 -5.2145 -14.9924
C -12.7548 2.6588 -10.7568
O -12.1577 1.6369 -10.9992
N -12.5251 3.3242 -9.6604
N -13.5314 3.3574 -11.5164
H -11.7824 3.0201 -9.0472
H -12.5734 4.3038 -9.9012
H -13.7390 2.9845 -12.4318
H -14.0083 4.1496 -11.1101
C -12.7488 -1.6370 -5.7550
O -13.0091 -2.8060 -6.0435
N -13.2516 -0.6175 -6.3448
N -11.9060 -1.2543 -4.8996
H -13.8090 -0.7787 -7.1715
H -13.1523 0.3215 -5.9862
H -11.3035 -1.9346 -4.4589
H -11.9323 -0.2495 -4.8013
C -9.2204 0.1984 -11.9759
O -8.0977 0.1074 -12.3909
N -10.2119 -0.2885 -12.5748
N -9.6544 0.7881 -10.9680
H -10.0422 -0.8156 -13.4194
H -11.1530 -0.0912 -12.2658
H -10.6437 0.9134 -10.8075
H -8.9593 1.2712 -10.4171
C -9.7478 -3.7794 -11.6794
O -10.0841 -3.4759 -12.8351
N -10.5931 -3.7661 -10.6722
N -8.5622 -4.3568 -11.5161
H -11.5016 -3.3853 -10.8949
H -10.3829 -3.8205 -9.6858
H -7.9462 -4.4834 -12.3064
H -8.2754 -4.5959 -10.5777
C -8.8573 3.6162 -14.9540
C -10.2706 4.2409 -14.6637
C -11.3975 3.4009 -15.3325
O -12.6605 3.7444 -14.6975
C -13.7400 2.9749 -15.2423
N -10.4372 4.4360 -13.2641
H -8.0538 4.3158 -14.7238
H -8.6500 3.4102 -16.0041
H -8.6253 2.6653 -14.4744
H -10.2931 5.1547 -15.2574
H -11.2697 2.3282 -15.1872
H -11.4365 3.7514 -16.3639
H -14.5707 3.3062 -14.6191
H -13.6154 1.9874 -14.7979
H -13.7924 3.0706 -16.3268
H -10.1742 3.5564 -12.8431
H -11.3877 4.3497 -12.9338
C -13.9773 -1.0454 -13.0944
C -14.5209 -1.8434 -11.8814
C -13.9383 -1.3006 -10.5776
O -12.5710 -1.6723 -10.6416
C -12.0796 -1.3882 -9.2973
N -15.9318 -1.7811 -11.8320
H -14.0100 0.0166 -12.8508
H -14.6225 -1.1880 -13.9612
H -12.9247 -1.3194 -13.1652
H -14.3660 -2.9221 -11.9048
H -14.3417 -1.8663 -9.7377
H -14.1985 -0.2426 -10.5459
H -12.3830 -0.3904 -8.9804
H -10.9940 -1.3303 -9.3757
H -12.2391 -2.1828 -8.5683
H -16.2908 -2.4094 -12.5366
H -16.1862 -0.8341 -12.0739
C -12.3293 -7.4791 -10.1744
C -13.6175 -6.6533 -10.1647
C -14.1924 -6.4845 -8.7653
O -13.2908 -6.4891 -7.6777
C -13.6489 -6.7655 -6.3689
N -13.3843 -5.3431 -10.7691
H -11.4973 -7.0400 -9.6239
H -11.9475 -7.6783 -11.1756
H -12.4377 -8.4702 -9.7337
H -14.3221 -7.1554 -10.8276
H -15.0118 -7.1797 -8.5826
H -14.6827 -5.5235 -8.6097
H -13.1906 -5.9331 -5.8348
H -13.1909 -7.6427 -5.9118
H -14.7102 -6.8274 -6.1284
H -12.5982 -4.9683 -10.2576
H -14.0916 -4.7180 -10.4099
C -19.0680 -2.0397 -15.6925
C -18.6741 -0.9378 -14.7949
C -19.1800 -1.0973 -13.2642
O -18.8068 -2.3155 -12.6628
C -19.6555 -2.6422 -11.5034
N -17.2160 -0.8866 -14.8255
H -20.1519 -2.0605 -15.8060
H -19.0101 -3.0710 -15.3445
H -18.6772 -1.9461 -16.7057
H -19.0122 0.0306 -15.1636
H -20.2291 -0.8169 -13.1705
H -18.6282 -0.3515 -12.6920
H -19.2863 -2.2338 -10.5626
H -19.8368 -3.7114 -11.3942
H -20.6384 -2.1796 -11.5933
H -17.0374 -1.8518 -14.5877
H -16.8139 -0.3332 -14.0824
O -11.4250 -4.6966 -7.6990
H -11.9783 -5.4444 -7.4732
H -11.9079 -3.9352 -7.3778
O -15.7807 2.0290 -9.4822
H -16.2914 1.4101 -8.9604
H -16.0045 1.8202 -10.3891
O -12.4109 -4.9351 -13.9292
H -11.5380 -4.6402 -14.1885
H -12.5171 -4.6129 -13.0341
O -17.1606 -1.3896 -9.2174
H -16.7805 -1.2737 -10.0882
H -17.6440 -2.2138 -9.2743


51
Properties=species:S:1:pos:R:3 method="wB97M-V/def2-TZVPD" e_tot_ev=-346589.958 lumo_energy_ev=1.40 max_force_ha_per_bohr=0.05529 multiplicity=1 gap_ev=5.8 homo_ev=-4.428 e_above_lowest_kcal_mol=17.3 charge=-1
Ir 0.5478 -0.9453 -0.7874
Br -6.2627 0.5983 0.0286
C -4.6198 -0.2941 -0.2540
C -4.5959 -1.6897 -0.5045
Br -6.2064 -2.6744 -0.5700
C -3.3865 -2.3266 -0.7226
Br -3.2400 -4.1717 -1.0839
C -2.1801 -1.6049 -0.6990
O -1.0215 -2.1518 -0.9127
C -2.1994 -0.2265 -0.4628
O -1.0537 0.3852 -0.5022
C -3.4335 0.4180 -0.2328
Br -3.3760 2.2915 0.0305
N -0.3584 4.4083 4.9543
C -0.2781 3.1165 4.4221
C -1.1257 2.7310 3.3820
C -1.0305 1.4688 2.8329
C -0.0773 0.5779 3.3171
C 0.7830 0.9531 4.3434
C 0.6794 2.2200 4.8923
S 0.0184 -1.0283 2.6347
O 0.7622 -1.8311 3.5591
O -1.2908 -1.4297 2.2228
N 0.8607 -0.8535 1.2454
C 2.1449 -0.4566 1.1597
N 2.9868 -0.1398 2.1496
C 4.2210 0.1558 1.7542
C 4.6419 0.1681 0.4242
C 3.6786 -0.0850 -0.5303
N 2.4407 -0.3755 -0.1586
H -1.2264 4.8914 4.8031
H 0.0152 4.5291 5.8789
H -1.8697 3.4259 3.0051
H -1.6871 1.1615 2.0325
H 1.5207 0.2438 4.6987
H 1.3424 2.5203 5.6986
H 4.9182 0.4070 2.5485
H 5.6624 0.3914 0.1494
H 3.8687 -0.0553 -1.5982
F 0.1977 -1.2747 -7.9362
C 0.4817 -1.2538 -6.6237
C -0.5048 -1.0198 -5.6915
F -1.7609 -0.8046 -6.1012
C -0.2108 -0.9980 -4.3404
F -1.2181 -0.7302 -3.5019
C 1.0816 -1.2197 -3.8493
O 1.4652 -1.2196 -2.5753
C 2.0500 -1.4403 -4.8307
F 3.3253 -1.6376 -4.4499
C 1.7678 -1.4567 -6.1798
F 2.7516 -1.6683 -7.0690


94
Properties=species:S:1:pos:R:3 method="wB97M-V/def2-TZVPD" e_tot_ev=-847315.726 lumo_energy_ev=-0.47 max_force_ha_per_bohr=0.24371 multiplicity=1 gap_ev=9.3 homo_ev=-9.780 charge=0
C 4.5714 -0.4101 -1.0767
C 4.3759 0.9309 -0.0954
Br 4.4813 0.3957 1.8280
C 3.1266 1.8859 -0.5081
C 1.6338 1.4011 -0.0786
C 1.2338 1.7458 1.5094
N 1.3657 1.6955 2.8194
C 1.2493 -0.1533 -0.5026
C 1.5737 -1.2669 0.6558
N 2.1529 -2.1896 1.3969
H 4.0441 -1.3656 -0.6361
H 5.7382 -0.6390 -1.0692
H 4.2425 -0.2203 -2.1827
H 5.3654 1.5694 -0.3001
H 3.3194 2.9624 -0.0312
H 3.1437 2.0012 -1.6873
H 0.8739 2.0750 -0.7087
H 1.6917 -0.4217 -1.5736
H 0.0658 -0.1544 -0.6598
C 1.9658 5.6285 2.8579
Cl 1.6569 4.0768 2.0385
Cl 2.4604 5.3228 4.5421
Cl 3.2649 6.5014 2.0065
Cl 0.4808 6.6131 2.8444
C 4.0657 -4.8215 -1.4296
Cl 4.9038 -4.3621 0.0741
Cl 2.4022 -5.3344 -1.0496
Cl 4.0188 -3.4240 -2.5339
Cl 4.9382 -6.1654 -2.2091
C -1.9342 1.0337 -2.8986
Cl -2.2236 -0.2391 -1.6858
Cl -0.1853 1.3521 -3.0198
Cl -2.5513 0.4970 -4.4815
Cl -2.7767 2.5248 -2.4072
C -4.1767 -3.7147 -3.3764
Cl -4.4661 -4.9875 -2.1636
Cl -2.4278 -3.3963 -3.4976
Cl -4.7938 -4.2514 -4.9593
Cl -5.0192 -2.2235 -2.8850
C 0.1808 8.4120 -0.9958
Cl 1.3387 7.4425 -0.0505
Cl 0.1506 7.8270 -2.6785
Cl -1.4450 8.2561 -0.2836
Cl 0.6787 10.1227 -0.9706
C -5.2192 9.2029 -2.0935
Cl -3.6649 9.5554 -2.8901
Cl -5.9162 7.7152 -2.7831
Cl -4.9538 8.9798 -0.3459
Cl -6.3421 10.5614 -2.3550
C -6.8421 -6.8199 0.7040
Cl -6.6324 -6.0456 2.2949
Cl -7.9094 -5.8156 -0.3094
Cl -5.2553 -6.9872 -0.0888
Cl -7.5713 -8.4313 0.9192
C 6.2906 3.2017 4.7700
Cl 6.5003 3.9760 6.3610
Cl 5.2233 4.2060 3.7567
Cl 7.8774 3.0344 3.9772
Cl 5.5614 1.5903 4.9852
C 5.9906 0.1458 9.1938
Cl 6.8286 0.6051 10.6975
Cl 4.3271 -0.3672 9.5738
Cl 5.9436 1.5432 8.0894
Cl 6.8630 -1.1981 8.4143
C -8.1094 -6.3699 -5.8016
Cl -6.5551 -6.0175 -6.5981
Cl -8.8064 -7.8577 -6.4911
Cl -7.8439 -6.5930 -4.0539
Cl -9.2323 -5.0114 -6.0631
C -4.6323 -6.9841 5.6712
Cl -5.9941 -7.9748 5.0894
Cl -5.2589 -5.4892 6.4113
Cl -3.7045 -7.9031 6.8833
Cl -3.5717 -6.5691 4.3009
C 0.7677 -0.2665 6.3807
Cl 0.4783 -1.5393 7.5935
Cl 2.5166 0.0519 6.2595
Cl 0.1506 -0.8032 4.7977
Cl -0.0748 1.2246 6.8720
C -1.9323 4.1575 -6.7965
Cl -3.2941 3.1668 -7.3783
Cl -2.5589 5.6524 -6.0565
Cl -1.0045 3.2385 -5.5845
Cl -0.8717 4.5725 -8.1668
C -4.0323 -8.9853 -4.1358
Cl -4.3411 -10.5371 -4.9552
Cl -3.5377 -9.2910 -2.4516
Cl -2.7332 -8.1124 -4.9872
Cl -5.5173 -8.0007 -4.1493
C 6.7677 4.2113 -1.4695
Cl 6.4589 2.6596 -2.2889
Cl 7.2623 3.9056 0.2147
Cl 8.0668 5.0842 -2.3209
Cl 5.2827 5.1959 -1.4830


49
Properties=species:S:1:pos:R:3 method="wB97M-V/def2-TZVPD" e_tot_ev=-64395.416 lumo_energy_ev="-0.34 / -3.50" max_force_ha_per_bohr=0.00619 multiplicity=3 gap_ev="8.1 / 5.6" s2=2.01 homo_ev="-8.411 / -9.063" charge=0
Au -0.0959 1.5857 2.7308
O 2.7950 2.8244 5.2615
N 2.1188 2.2825 4.4307
O 2.4983 1.2808 3.7767
O 0.9545 2.7724 4.1470
F -3.6081 -4.5054 -3.6583
C -2.3274 -4.5805 -3.2501
F -1.5650 -4.3921 -4.3477
F -2.1148 -5.8399 -2.8370
C -2.0215 -3.5662 -2.1868
C -2.2069 -2.2198 -2.4803
C -1.9217 -1.2620 -1.5268
C -1.4405 -1.6394 -0.2689
C -1.2695 -2.9934 0.0146
C -1.5607 -3.9543 -0.9397
C -1.1042 -0.6405 0.7042
C -0.8135 0.2074 1.5200
H -2.5729 -1.9252 -3.4554
H -2.0591 -0.2118 -1.7461
H -0.9084 -3.2868 0.9910
H -1.4257 -5.0030 -0.7144
F -2.0298 3.6922 4.0486
C -1.8968 4.0537 2.7629
C -1.0648 3.3426 1.9256
C -0.9816 3.7540 0.6199
F -0.1737 3.1091 -0.2548
C -1.6868 4.8428 0.1377
F -1.5754 5.2247 -1.1385
C -2.5124 5.5440 0.9991
F -3.1947 6.5990 0.5580
C -2.6194 5.1498 2.3230
F -3.4110 5.8300 3.1526
C 2.2634 1.1885 -0.9913
Te 2.5127 1.6890 1.0554
C 2.6692 -0.3862 1.4143
C 2.5835 -1.0674 0.0735
C 2.6716 -2.4539 -0.0110
C 2.5566 -3.0876 -1.2351
C 2.3486 -2.3397 -2.3886
C 2.2593 -0.9610 -2.3121
C 2.3741 -0.3160 -1.0842
H 3.0350 1.7032 -1.5665
H 1.2933 1.5661 -1.3114
H 1.8324 -0.6470 2.0591
H 3.6014 -0.5505 1.9550
H 2.8251 -3.0350 0.8906
H 2.6213 -4.1660 -1.2922
H 2.2537 -2.8346 -3.3459
H 2.0942 -0.3765 -3.2091


45
Properties=species:S:1:pos:R:3 method="wB97M-V/def2-TZVPD" e_tot_ev=-106335.016 lumo_energy_ev="-0.92 / -0.99" max_force_ha_per_bohr=0.03469 multiplicity=2 gap_ev="5.9 / 5.5" s2=0.76 homo_ev="-6.797 / -6.496" e_above_lowest_kcal_mol=43.3 charge=0
Re -0.2371 -0.6853 1.0937
Cl 4.1568 4.0382 -1.5526
C 2.7515 3.4205 -0.7356
C 2.5982 3.6375 0.6295
C 1.4625 3.1839 1.2754
C 0.4896 2.4835 0.5692
O -0.6973 2.1457 1.0972
C 0.6983 2.1948 -0.7788
C -0.2660 1.3340 -1.4579
N -0.6631 0.2340 -0.9391
C -1.6999 -0.5092 -1.5612
C -1.8665 -0.6683 -2.9095
C -2.9935 -1.3586 -3.4081
C -3.9456 -1.8420 -2.5562
C -3.7738 -1.7192 -1.1560
C -4.7143 -2.1756 -0.2018
C -4.4271 -2.0378 1.1254
C -3.1809 -1.5137 1.5134
N -2.2796 -1.0689 0.6560
C -2.6092 -1.1089 -0.6714
C 1.8064 2.7111 -1.4458
H 3.3623 4.1771 1.1731
H 1.3142 3.3882 2.3269
H -0.6585 1.6526 -2.4247
H -1.1287 -0.2665 -3.5928
H -3.1066 -1.4847 -4.4767
H -4.8331 -2.3339 -2.9345
H -5.6442 -2.6183 -0.5366
H -5.1264 -2.3538 1.8867
H -2.8895 -1.4847 2.5555
H 1.9563 2.5185 -2.5011
Cl 2.6037 0.6547 3.4627
C 2.9188 -0.4563 2.1625
C 1.8564 -0.9077 1.3794
C 2.2405 -1.8213 0.3987
Cl 0.8562 -2.4537 -0.4902
C 3.5234 -2.2286 0.1060
Cl 3.8402 -3.3009 -1.2037
C 4.5518 -1.7367 0.9085
Cl 6.1763 -2.2200 0.6158
C 4.2391 -0.8669 1.9530
Cl 5.5048 -0.3047 2.9795
C -0.6401 1.1201 2.1516
H -1.6226 1.1867 2.6274
H 0.0959 1.4447 2.8876